No. 1
Formula: C27H48Cl14IN2O2
Source: OMol25
Level of theory: the ωB97M-V functional and the def2-TZVPD basis

Computed properties:
**Frontier orbital gap**: 6.52 eV
**E**: -8057.60755 Eh
**Highest occupied orbital energy**: -11.5 eV
**E_LUMO**: -4.970 eV

ORCA input file:
```
! wB97M-V def2-TZVPD RIJCOSX def2/J DEFGRID3
* xyz 1 1
C -4.667 1.788 2.125
O -4.947 0.500 2.697
C -4.583 -0.465 1.673
C -4.425 -1.906 2.272
C -2.990 -2.538 2.005
C -3.002 -3.856 1.143
C -2.718 -3.683 -0.392
C -3.547 -2.537 -1.106
C -2.825 -1.142 -1.219
C -1.880 -0.948 -2.472
C -1.506 0.607 -2.509
C 0.023 0.836 -2.846
N 0.833 0.814 -1.557
I 1.597 2.722 -1.106
C 2.015 -0.133 -1.586
C 1.718 -1.556 -1.028
C 1.136 -1.569 0.430
O 0.035 -2.065 0.578
N 1.855 -1.082 1.555
C 1.031 -0.404 2.537
C 1.136 -0.795 3.932
C 0.364 -0.137 4.963
C -0.534 0.953 4.665
C -0.661 1.336 3.277
C 0.114 0.674 2.249
H -5.051 1.789 1.076
H -3.565 1.987 2.092
H -5.174 2.608 2.677
H -5.445 -0.495 0.955
H -3.654 -0.077 1.192
H -4.536 -1.782 3.380
H -5.176 -2.629 1.879
H -2.313 -1.740 1.630
H -2.590 -2.827 3.014
H -2.228 -4.532 1.586
H -3.991 -4.354 1.279
H -3.038 -4.646 -0.878
H -1.610 -3.607 -0.620
H -3.730 -2.888 -2.157
H -4.547 -2.458 -0.612
H -3.624 -0.359 -1.329
H -2.233 -0.855 -0.319
H -0.908 -1.483 -2.341
H -2.342 -1.229 -3.444
H -1.765 1.025 -1.499
H -2.149 1.170 -3.225
H 0.406 0.138 -3.619
H 0.075 1.888 -3.222
H 0.166 0.608 -0.803
H 2.864 0.369 -1.059
H 2.343 -0.213 -2.652
H 1.062 -2.132 -1.724
H 2.698 -2.108 -0.982
H 2.690 -0.552 1.299
H 1.827 -1.613 4.212
H 0.468 -0.451 6.020
H -1.124 1.506 5.416
H -1.354 2.146 2.970
H -0.035 1.047 1.216
C -4.308 3.685 -2.580
Cl -4.957 3.275 -4.171
Cl -4.082 2.238 -1.586
H -3.348 4.179 -2.706
H -5.003 4.351 -2.077
C 5.597 4.471 -0.390
Cl 4.577 5.657 0.438
Cl 5.528 2.899 0.415
H 5.248 4.361 -1.413
H 6.624 4.824 -0.388
C -0.107 -5.878 -2.727
Cl -0.400 -4.151 -2.996
Cl -1.597 -6.810 -2.877
H 0.607 -6.231 -3.465
H 0.295 -6.013 -1.727
C 3.140 2.130 4.693
Cl 4.403 1.184 5.488
Cl 3.783 3.039 3.319
H 2.369 1.455 4.336
H 2.719 2.828 5.410
C 4.495 -3.780 0.885
Cl 4.740 -3.397 -0.831
Cl 6.030 -3.880 1.745
H 3.888 -2.999 1.337
H 3.985 -4.736 0.960
C 9.588 5.005 -0.227
Cl 8.968 4.599 -1.835
Cl 9.789 3.558 0.765
H 10.551 5.496 -0.335
H 8.886 5.674 0.263
C -1.745 2.899 -5.878
Cl -1.161 1.244 -6.097
Cl -0.402 4.038 -5.713
H -2.342 3.179 -6.741
H -2.353 2.940 -4.980
*
```

No. 2
Formula: C27H48Cl3IO7PS3
Source: OMol25
Level of theory: the ωB97M-V functional and the def2-TZVPD basis

Computed properties:
**Frontier orbital gap**: 6.27 eV
**E**: -4798.35898 Eh
**Highest occupied orbital energy**: -4.4 eV
**E_LUMO**: 1.832 eV

ORCA input file:
```
! wB97M-V def2-TZVPD RIJCOSX def2/J DEFGRID3
* xyz -1 1
C -3.344 2.831 -4.424
C -3.052 1.964 -3.632
C -2.539 0.962 -2.708
P -1.027 1.473 -1.636
C -1.731 3.164 -1.099
S -3.019 3.199 0.175
C -4.611 2.937 -0.644
C -5.685 3.112 0.465
C 0.032 2.302 -3.014
C 0.782 1.325 -3.917
C 1.988 2.092 -4.512
I -0.357 0.629 -5.608
O -1.816 0.511 -0.320
C -1.021 0.012 0.617
Cl -1.768 0.630 2.245
C -1.019 -1.551 0.845
Cl -1.207 -2.161 2.486
C -0.857 -2.491 -0.076
C -0.822 -3.954 0.272
Cl -0.668 -2.091 -1.738
C 0.436 0.766 0.483
O 0.453 1.733 1.545
C 1.707 -0.110 0.575
C 2.538 -0.048 -0.728
C 2.642 0.260 1.745
C 2.224 -0.463 3.043
C 2.988 -1.809 3.118
O 0.444 1.590 -0.630
H -3.550 3.589 -5.121
H -2.305 0.072 -3.288
H -3.341 0.662 -2.036
H -0.435 0.246 -2.046
H -1.991 3.763 -1.968
H -0.884 3.669 -0.638
H -4.716 1.922 -1.012
H -4.813 3.682 -1.407
H -6.275 2.210 0.600
H -6.318 3.979 0.293
H -5.194 3.283 1.424
H -0.491 3.073 -3.583
H 0.830 2.823 -2.479
H 1.220 0.520 -3.342
H 1.721 3.114 -4.773
H 2.795 2.127 -3.778
H 2.377 1.600 -5.404
H -0.311 -4.117 1.212
H -1.822 -4.379 0.325
H -0.230 -4.450 -0.496
H 1.053 2.411 1.216
H 1.489 -1.173 0.706
H 2.752 0.967 -1.042
H 2.023 -0.633 -1.490
H 3.498 -0.540 -0.596
H 3.617 -0.142 1.480
H 2.789 1.327 1.872
H 1.173 -0.740 3.023
H 2.428 0.124 3.936
H 2.421 -2.578 3.639
H 3.205 -2.151 2.106
H 3.958 -1.695 3.604
C 8.588 1.087 -0.243
C 8.303 -0.418 -0.338
C 6.793 -0.613 -0.152
S 6.017 0.901 -0.732
O 5.393 1.554 0.386
O 5.312 0.636 -1.956
C 7.537 1.765 -1.116
H 9.598 1.329 -0.572
H 8.482 1.418 0.793
H 8.603 -0.782 -1.323
H 8.865 -0.983 0.404
H 6.415 -1.450 -0.733
H 6.530 -0.740 0.897
H 7.417 2.825 -0.906
H 7.746 1.613 -2.175
C -4.890 -3.061 3.598
C -5.173 -2.437 2.227
C -6.330 -3.224 1.597
S -7.303 -3.867 2.963
O -7.216 -5.307 2.957
O -8.576 -3.190 3.011
C -6.250 -3.238 4.265
H -4.229 -2.434 4.195
H -4.408 -4.033 3.469
H -5.463 -1.392 2.355
H -4.292 -2.453 1.587
H -6.963 -2.593 0.977
H -5.971 -4.072 1.017
H -6.239 -3.939 5.096
H -6.660 -2.280 4.587
*
```

No. 3
Formula: C27H48Cl5LuN10
Source: OMol25
Level of theory: the ωB97M-V functional and the def2-TZVPD basis

Computed properties:
**Relative energy (zero: lowest compared OMol25 entry of this formula, charge and spin)**: 0.387 eV
**Frontier orbital gap**: 9.09 eV
**E**: -5141.25741 Eh
**Highest occupied orbital energy**: -13.6 eV
**E_LUMO**: -4.482 eV

ORCA input file:
```
! wB97M-V def2-TZVPD RIJCOSX def2/J DEFGRID3
* xyz 2 1
Lu -0.234 -0.562 -0.294
C -2.612 1.777 0.859
N -2.174 1.916 2.225
C -2.928 2.885 2.994
C -1.219 1.134 2.779
N -0.478 0.313 2.061
C 0.488 -0.462 2.855
C 0.877 -1.811 2.249
N 1.431 -1.725 0.886
C 1.513 -3.074 0.303
C 1.791 -3.000 -1.197
N 0.725 -2.243 -1.862
C 0.545 -2.510 -3.146
N -0.689 -2.263 -3.675
C -0.843 -1.763 -5.025
C -1.868 -2.910 -3.131
N 1.507 -2.994 -3.968
C 1.203 -3.928 -5.033
C 2.893 -2.585 -3.909
C 2.743 -1.045 0.849
C 2.804 0.058 -0.231
N 1.655 0.964 -0.163
C 1.847 2.232 0.134
N 2.992 2.784 0.622
C 3.464 4.069 0.138
C 3.807 2.249 1.691
N 0.802 3.088 -0.088
C 0.601 4.263 0.732
C 0.049 3.074 -1.324
N -1.067 1.281 4.145
C 0.143 1.792 4.745
C -2.125 0.914 5.064
H -2.896 2.757 0.473
H -3.482 1.114 0.787
H -1.789 1.376 0.258
H -3.112 3.754 2.365
H -2.374 3.208 3.869
H -3.894 2.486 3.310
H 0.061 -0.687 3.837
H 1.387 0.145 3.016
H -0.016 -2.442 2.210
H 1.599 -2.286 2.930
H 0.555 -3.584 0.462
H 2.308 -3.658 0.787
H 1.826 -4.022 -1.592
H 2.780 -2.554 -1.353
H -1.193 -2.525 -5.724
H 0.097 -1.347 -5.386
H -1.577 -0.955 -4.998
H -2.035 -3.872 -3.627
H -2.742 -2.286 -3.302
H -1.753 -3.080 -2.060
H 0.214 -4.356 -4.898
H 1.929 -4.740 -4.998
H 1.263 -3.463 -6.019
H 2.976 -1.633 -3.387
H 3.258 -2.447 -4.927
H 3.528 -3.331 -3.425
H 3.547 -1.765 0.662
H 2.937 -0.590 1.821
H 2.782 -0.405 -1.227
H 3.758 0.585 -0.140
H 2.903 4.374 -0.739
H 4.513 3.965 -0.151
H 3.402 4.845 0.905
H 3.303 1.422 2.182
H 3.974 3.035 2.432
H 4.789 1.921 1.337
H 1.158 4.172 1.659
H -0.459 4.336 0.978
H 0.893 5.188 0.231
H 0.279 2.170 -1.891
H 0.317 3.947 -1.930
H -1.023 3.129 -1.135
H 0.818 2.150 3.971
H 0.652 1.043 5.358
H -0.105 2.635 5.395
H -2.984 0.545 4.512
H -2.426 1.754 5.692
H -1.772 0.113 5.719
Cl -2.621 -2.630 1.797
C -3.360 -1.818 0.469
C -2.471 -1.153 -0.371
C -3.083 -0.454 -1.415
Cl -1.939 0.447 -2.386
C -4.448 -0.408 -1.654
Cl -5.104 0.482 -2.968
C -5.288 -1.091 -0.763
Cl -6.987 -1.018 -0.974
C -4.743 -1.807 0.312
Cl -5.772 -2.613 1.423
*
```

No. 4
Formula: C27H48ClF2I2N5O10P
Source: OMol25
Level of theory: the ωB97M-V functional and the def2-TZVPD basis

Computed properties:
**Frontier orbital gap**: 3.96 eV
**E**: -3679.50014 Eh
**Highest occupied orbital energy**: -10.1 eV
**E_LUMO**: -6.151 eV

ORCA input file:
```
! wB97M-V def2-TZVPD RIJCOSX def2/J DEFGRID3
* xyz 1 1
C -2.669 4.410 -0.300
C -1.105 4.974 -0.422
C -0.168 4.426 0.825
Cl 1.448 5.399 0.930
C 0.133 2.820 0.726
N 0.499 2.433 -0.539
C 0.760 0.929 -0.769
C 2.113 0.795 -1.685
C 3.252 1.961 -1.389
O 4.526 1.623 -1.721
C -0.631 0.529 -1.601
C -0.425 -0.697 -2.670
O -0.006 -0.553 -3.954
O -0.757 -2.104 -2.279
C -2.224 -2.177 -2.583
C -3.246 -2.415 -1.303
O -2.720 -2.013 -3.830
C 0.835 0.470 0.838
I -0.143 -1.517 1.115
P 2.628 0.038 1.468
N 2.631 -1.024 2.691
C 0.037 1.587 1.794
I -2.072 0.927 2.065
N 0.879 1.568 3.046
C 1.412 2.927 3.434
O 0.659 3.960 3.898
F 2.893 3.220 3.388
C 0.133 0.894 4.206
O 0.170 -0.449 4.432
F -0.751 1.652 5.168
H -2.746 3.451 0.380
H -3.389 5.214 0.159
H -3.091 4.115 -1.351
H -1.177 6.136 -0.305
H -0.671 4.725 -1.484
H -0.810 4.617 1.812
H 0.641 2.964 -1.427
H 1.852 0.907 -2.845
H 2.560 -0.307 -1.589
H 3.033 3.033 -0.973
H -1.546 0.328 -0.900
H -0.908 1.503 -2.231
H -3.774 -1.392 -1.017
H -2.594 -2.723 -0.374
H -4.005 -3.279 -1.526
H 3.276 1.293 1.749
H 3.416 -0.586 0.396
H 3.105 -0.542 3.502
C 10.279 3.659 1.352
O 10.158 3.432 2.750
C 9.486 4.498 3.434
C 8.136 4.011 3.980
N 7.183 3.765 2.892
C 5.966 3.070 3.327
C 6.128 1.625 3.838
O 6.535 0.700 2.828
C 7.941 0.609 2.646
H 10.896 2.862 0.929
H 9.300 3.631 0.869
H 10.769 4.619 1.155
H 9.366 5.387 2.799
H 10.123 4.781 4.278
H 7.725 4.768 4.656
H 8.319 3.097 4.553
H 7.636 3.200 2.176
H 5.295 3.047 2.461
H 5.466 3.671 4.096
H 5.137 1.287 4.167
H 6.774 1.556 4.720
H 8.497 0.790 3.570
H 8.263 1.300 1.865
H 8.173 -0.402 2.299
C -10.943 -5.248 -2.933
O -10.156 -6.266 -3.538
C -9.647 -5.887 -4.824
C -8.118 -5.755 -4.773
N -7.715 -4.586 -3.984
C -6.276 -4.545 -3.694
C -5.711 -5.655 -2.786
O -6.188 -5.595 -1.441
C -7.414 -6.278 -1.219
H -11.381 -5.655 -2.017
H -10.325 -4.388 -2.666
H -11.755 -4.937 -3.597
H -10.118 -4.968 -5.202
H -9.906 -6.696 -5.515
H -7.729 -5.656 -5.791
H -7.719 -6.677 -4.337
H -8.219 -4.592 -3.100
H -6.086 -3.582 -3.207
H -5.721 -4.533 -4.640
H -4.628 -5.499 -2.724
H -5.844 -6.657 -3.208
H -7.536 -7.145 -1.874
H -8.253 -5.589 -1.338
H -7.426 -6.625 -0.183
*
```

No. 5
Formula: C27H48ClOPV
Source: OMol25
Level of theory: the ωB97M-V functional and the def2-TZVPD basis

Computed properties:
**Relative energy (zero: lowest compared OMol25 entry of this formula, charge and spin)**: 0.363 eV
**Frontier orbital gap (spin up / spin down)**: 7.05 / 7.11 eV
**E**: -2878.25392 Eh
**Highest occupied orbital energy (spin up / spin down)**: -7.5 / -7.5 eV
**E_LUMO (spin up / spin down)**: -0.498 / -0.379 eV

ORCA input file:
```
! wB97M-V def2-TZVPD RIJCOSX def2/J DEFGRID3
* xyz 0 2
V 1.513 0.073 2.150
Cl 2.435 1.879 1.079
P 0.324 -0.226 -0.324
C 3.067 -0.881 2.120
H 3.270 -1.936 2.436
H 4.086 -0.407 2.135
C -1.508 -0.730 -0.554
C 1.356 -1.465 -1.320
C -1.806 -2.162 -0.100
H -1.973 -0.028 0.165
C -3.318 -2.368 0.067
H -1.430 -2.870 -0.854
H -1.288 -2.420 0.827
C -4.085 -2.057 -1.222
H -3.506 -3.404 0.376
H -3.677 -1.711 0.873
C -3.689 -0.710 -1.841
H -3.906 -2.858 -1.953
H -5.161 -2.053 -1.015
C -2.170 -0.513 -1.923
H -4.112 -0.622 -2.850
H -4.114 0.104 -1.235
H -1.750 -1.227 -2.648
H -1.967 0.487 -2.319
C 0.435 1.340 -1.430
C 0.666 -2.114 -2.522
H 2.183 -0.819 -1.668
C 1.665 -2.949 -3.333
H -0.146 -2.765 -2.169
H 0.206 -1.366 -3.182
C 2.389 -3.993 -2.472
H 1.132 -3.444 -4.154
H 2.408 -2.272 -3.780
C 2.981 -3.391 -1.197
H 1.681 -4.789 -2.201
H 3.188 -4.457 -3.060
C 1.966 -2.544 -0.431
H 3.360 -4.187 -0.542
H 3.833 -2.749 -1.459
H 1.175 -3.179 -0.010
H 2.475 -2.102 0.438
C -0.626 2.384 -1.052
H 1.409 1.716 -1.076
C -0.343 3.736 -1.723
H -1.622 2.041 -1.366
H -0.678 2.521 0.040
C -0.145 3.627 -3.241
H -1.174 4.421 -1.515
H 0.560 4.175 -1.275
C 0.832 2.515 -3.642
H -1.115 3.452 -3.727
H 0.226 4.584 -3.628
C 0.547 1.174 -2.950
H 0.794 2.364 -4.728
H 1.856 2.828 -3.393
H -0.390 0.761 -3.355
H 1.345 0.468 -3.215
C -0.571 1.551 3.067
C 0.493 1.072 3.736
H -1.091 0.974 2.304
C 1.587 2.000 4.231
H 0.647 0.041 4.132
C 1.018 3.362 4.652
H 2.134 1.563 5.077
H 2.349 2.211 3.454
C 0.035 3.917 3.632
H 0.492 3.297 5.616
H 1.837 4.079 4.818
C -1.092 2.926 3.323
H -0.399 4.837 4.034
H 0.571 4.180 2.712
H -1.795 2.993 4.171
H -1.644 3.289 2.450
C -1.026 -1.678 3.516
C 0.199 -1.691 2.632
O 0.610 -2.758 2.140
H -1.556 -2.649 3.452
H -1.721 -0.882 3.224
H -0.747 -1.516 4.573
*
```

Q: What is the E in the fifth record?
A: -2878.25392 Eh